The following is a quantum chemistry calculation of C5H10N2O in the gas phase, from OMol25.

Structure (ORCA input):
```
! wB97M-V def2-TZVPD RIJCOSX def2/J DEFGRID3
* xyz 0 1
C 0.72719 -1.41142 1.45367
C -0.23442 -0.31792 0.86038
O -1.38047 -0.94859 0.19509
N -1.19840 -0.81215 -1.20541
C -0.22145 -0.04040 -1.41303
C 0.32730 0.59134 -0.18391
C -0.31919 1.97106 -0.04752
N 1.76942 0.72490 -0.02332
H 0.11193 -2.06872 2.15214
H 1.05408 -2.07091 0.63175
H 1.65004 -1.02360 1.83199
H -0.63639 0.27485 1.72361
H 0.15940 0.19439 -2.42139
H -0.18735 2.63793 -0.92614
H 0.19666 2.45385 0.80799
H -1.38699 1.87661 0.11926
H 2.12030 1.30522 -0.73844
H 2.28828 -0.13609 -0.15793
*
```

Output
E_HOMO: -9.45 eV
SMILES: C[C@@H]1ON=C[C@]1(C)N

The following is a quantum chemistry calculation of a molecular structure, C47H53Cl3N2O5SbSiY, from OMol25.

Structure (ORCA input):
```
! wB97M-V def2-TZVPD RIJCOSX def2/J DEFGRID3
* xyz 0 1
Y -0.17448 -0.10163 0.59752
O 0.34695 -3.73411 -0.82314
C -0.51611 -2.89573 -0.66588
O -0.72367 -2.20208 0.42533
C -1.45492 -2.52971 -1.81156
C -2.65221 -1.68732 -1.34430
C -3.71130 -1.61013 -2.44321
C -3.04201 -0.64603 -3.45198
C -1.71776 -0.34923 -2.75052
O -2.09548 -0.34217 -1.35521
C -0.77045 -1.56478 -2.83948
C 0.64065 -1.07781 -2.51746
O 1.51546 -1.11631 -3.36055
O 0.77090 -0.49393 -1.35853
H -1.76079 -3.44992 -2.30681
H -3.01781 -1.92044 -0.34970
H -4.64092 -1.19651 -2.05494
H -3.92287 -2.59163 -2.86497
H -3.62472 0.26728 -3.57130
H -2.88752 -1.08589 -4.43632
H -1.26243 0.60188 -3.00974
H -0.74966 -1.98910 -3.84067
C -1.92245 6.89502 3.09036
C -1.33872 5.82982 4.01842
C -0.10308 6.41248 4.71948
C -2.39818 5.45399 5.06605
C -0.94166 4.56794 3.26758
C -0.38319 3.48905 3.94403
C -0.08738 2.32798 3.26033
N -0.27379 2.17858 1.94797
C -0.74831 3.23278 1.27241
C -1.10493 4.41824 1.89612
C -0.73462 3.11771 -0.20705
C -1.51944 3.90235 -1.02508
C -1.31449 3.88845 -2.40516
C -0.28802 3.07669 -2.87106
C 0.38977 2.24540 -1.98728
N 0.16091 2.23288 -0.67761
C -2.20454 4.72202 -3.31818
C -2.16888 6.18965 -2.87333
C -1.75858 4.64455 -4.77920
C -3.63900 4.18206 -3.21008
H -2.20106 7.76803 3.68093
H -2.81994 6.53552 2.58427
H -1.19936 7.21926 2.33996
H -0.38179 7.31141 5.27080
H 0.66401 6.68185 3.99118
H 0.33105 5.70671 5.42737
H -2.70772 6.34753 5.61028
H -2.01402 4.73263 5.78640
H -3.27536 5.01570 4.58800
H -0.20185 3.52542 5.00882
H 0.30030 1.47201 3.79506
H -1.47112 5.23493 1.29315
H -2.28587 4.52509 -0.58490
H -0.03196 3.03596 -3.91884
H 1.13106 1.54347 -2.34671
H -1.14899 6.57697 -2.90161
H -2.55673 6.31955 -1.86250
H -2.78397 6.79066 -3.54452
H -0.73783 5.00852 -4.90518
H -2.41374 5.26674 -5.38920
H -1.81493 3.62573 -5.16427
H -4.01032 4.23574 -2.18614
H -3.68166 3.13979 -3.53168
H -4.30440 4.76759 -3.84628
Cl -3.37462 1.44254 3.64218
Si -2.73610 0.03236 2.20186
Cl -4.04824 -1.55115 2.57683
Cl -0.82190 -0.78269 3.24048
C 5.28962 1.20349 3.54720
C 4.46841 0.05918 4.08171
C 4.66095 -0.30343 5.41563
C 3.94771 -1.33353 6.00385
C 3.00747 -2.03230 5.26515
C 2.79397 -1.68711 3.94082
C 3.52009 -0.65682 3.33708
Sb 2.93562 -0.44178 1.28349
C 3.34866 1.58508 0.71332
C 2.99399 2.55076 1.65185
C 2.94339 3.89348 1.31249
C 3.25562 4.27527 0.01615
C 3.60845 3.31734 -0.92123
C 3.64913 1.96017 -0.60362
C 3.98199 0.95158 -1.67060
C 4.17459 -1.79533 0.21169
C 3.44960 -2.76365 -0.47634
C 4.11466 -3.73467 -1.21505
C 5.49754 -3.73127 -1.25430
C 6.21434 -2.76367 -0.55877
C 5.57020 -1.78322 0.18521
C 6.36315 -0.74121 0.92505
H 6.33271 1.09465 3.84686
H 4.93384 2.15332 3.95218
H 5.24613 1.27206 2.46570
H 5.39602 0.23976 5.99881
H 4.12536 -1.58938 7.04030
H 2.43828 -2.83539 5.71365
H 2.04412 -2.22583 3.37034
H 2.74735 2.25217 2.66440
H 2.65963 4.63101 2.05369
H 3.22420 5.32003 -0.26610
H 3.84746 3.62203 -1.93369
H 4.14039 1.44120 -2.63107
H 3.17936 0.22053 -1.80213
H 4.88736 0.39659 -1.42211
H 2.36637 -2.77763 -0.44751
H 3.54236 -4.47778 -1.75290
H 6.02778 -4.48062 -1.82751
H 7.29742 -2.76768 -0.59741
H 7.42041 -0.79681 0.67005
H 6.26781 -0.87771 2.00457
H 6.00815 0.26553 0.68276
*
```

Output
E_HOMO: -8.21 eV

Result set for ΔE to the lowest compared entry with this formula, charge and spin: 54.61 2.35 kcal/mol, one per record in the order listed.
Result set for largest force on an atom: 2.5 1.1 eV Å⁻¹, one per record in the order listed.
Result set for E_LUMO: 0.9 -0.5 eV, one per record in the order listed.